Formula: C3H11NSi
Source: the Open Molecules 2025 dataset
Level of theory: the ωB97M-V functional and the def2-TZVPD basis

Element x y z (Å)
C (0.714673, -1.487972, -0.718477)
C (1.274915, 0.749230, 0.222316)
C (-2.365388, -1.163992, -0.411240)
N (0.492337, -0.486151, 0.247752)
Si (-1.201546, -0.359448, 0.606992)
H (0.406962, -1.113968, -1.775717)
H (1.781094, -1.744310, -0.888710)
H (0.103727, -2.367112, -0.492106)
H (1.387011, 1.212792, 1.314343)
H (2.229767, 0.528788, -0.112564)
H (0.851512, 1.669323, -0.327993)
H (-3.336073, -1.185264, -0.045166)
H (-2.328448, -1.427458, -1.467526)
H (1.053458, 3.523322, 1.180067)
H (-1.423788, 0.471740, 1.707829)
H (0.359784, 3.180480, 0.960195)

Forces on the atoms, in the same order (eV/Å):
C 0.608 0.005 -3.391
C -1.840 2.125 2.559
C 1.878 1.142 0.326
N -1.389 1.508 1.347
Si 0.139 -1.711 -2.577
H 0.185 -0.702 1.282
H -0.413 -0.024 0.658
H 0.363 0.056 -0.118
H -0.190 -1.324 -2.063
H 1.953 -0.256 -0.778
H 0.435 -1.739 0.141
H -1.827 0.043 0.711
H 0.578 -0.261 0.411
H -1.727 -0.675 -0.483
H -0.401 0.761 1.368
H 1.648 1.052 0.607

Computed properties:
**Frontier orbital gap**: 8.726 eV
**Strongest force on any atom**: 0.0739 hartree/bohr
**Total charge**: 0
**Multiplicity**: 1
**LUMO level**: 0.83 eV

How is the electron density shared among the atoms? According to Löwdin, the charges in e are: -0.2173, -0.1897, -0.2325, -0.3899, 0.6830, 0.1054, 0.0855, 0.0636, 0.0829, 0.0408, 0.0521, -0.0873, -0.0235, 0.0595, -0.0651, 0.0325

Formula: C66H62F10O2
Source: the Open Molecules 2025 dataset
Level of theory: the ωB97M-V functional and the def2-TZVPD basis

Element x y z (Å)
F (1.672082, -0.457399, -2.927540)
C (1.745817, -0.129077, -4.206885)
C (2.297812, 1.075375, -4.614622)
C (2.499377, 1.339398, -5.985855)
C (2.220203, 0.324513, -6.879719)
C (1.674095, -0.880377, -6.456113)
C (1.424979, -1.116051, -5.104871)
H (2.570789, 1.898417, -3.858340)
H (2.864349, 2.342665, -6.274717)
H (2.502041, 0.367312, -7.941080)
H (1.519216, -1.730268, -7.120904)
H (0.942443, -1.998138, -4.745701)
F (-6.005788, -0.851336, 3.719011)
C (-5.986099, 0.001222, 2.663326)
C (-6.304308, -0.491873, 1.398367)
C (-6.286364, 0.367229, 0.345485)
C (-5.939523, 1.653113, 0.472301)
C (-5.472608, 2.120789, 1.682545)
C (-5.538126, 1.284073, 2.812943)
H (-6.546001, -1.514354, 1.090219)
H (-6.656895, -0.029253, -0.580500)
H (-5.939469, 2.218992, -0.440821)
H (-5.213164, 3.158730, 1.834345)
H (-5.298113, 1.728938, 3.821902)
F (-2.544838, -3.679468, 5.779717)
C (-2.156370, -2.350006, 5.541527)
C (-0.852817, -1.964846, 5.566162)
C (-0.441381, -0.665928, 5.351354)
C (-1.369981, 0.285196, 4.979252)
C (-2.677233, -0.130613, 4.857158)
C (-3.075723, -1.387767, 5.232153)
H (-0.118958, -2.777974, 5.859198)
H (0.619308, -0.426534, 5.347130)
H (-1.153540, 1.314851, 4.734336)
H (-3.434123, 0.548517, 4.360814)
H (-4.144560, -1.724127, 5.156467)
F (3.287133, 1.396191, -1.392734)
C (3.957744, 2.058538, -0.461677)
C (5.376969, 1.953038, -0.509393)
C (6.076437, 2.453239, 0.564535)
C (5.417854, 2.949866, 1.704989)
C (4.047241, 3.059224, 1.706825)
C (3.323268, 2.607371, 0.597494)
H (5.927322, 1.571779, -1.348609)
H (7.169701, 2.361666, 0.428015)
H (5.982334, 3.173931, 2.568844)
H (3.442686, 3.352023, 2.571552)
H (2.216128, 2.557940, 0.719863)
F (2.479075, -1.068708, 0.756149)
C (2.598296, -1.776199, 1.957918)
C (2.106992, -3.068005, 1.980573)
C (2.303522, -3.741793, 3.220002)
C (2.877223, -3.111038, 4.276606)
C (3.303829, -1.797413, 4.190197)
C (3.134592, -1.056778, 3.034117)
H (1.796971, -3.495019, 1.074441)
H (1.906573, -4.725834, 3.362762)
H (2.887657, -3.547682, 5.254080)
H (3.775291, -1.372040, 5.035541)
H (3.419543, -0.000321, 2.854770)
F (0.246791, 4.734217, 4.326142)
C (-0.302455, 4.951271, 3.120171)
C (-0.595882, 3.799838, 2.353799)
C (-1.208279, 3.958959, 1.105774)
C (-1.419492, 5.231080, 0.581751)
C (-1.032845, 6.355150, 1.346426)
C (-0.525878, 6.192760, 2.656484)
H (-0.180019, 2.769463, 2.572337)
H (-1.362094, 3.103833, 0.494635)
H (-1.997773, 5.316729, -0.346386)
H (-1.149669, 7.313773, 0.838039)
H (-0.253188, 7.077133, 3.179563)
F (-4.636466, -2.375396, -1.511591)
C (-4.609903, -3.072230, -0.354030)
C (-5.303763, -4.275933, -0.183425)
C (-5.191012, -4.981489, 0.956832)
C (-4.470891, -4.507206, 2.047787)
C (-3.815885, -3.286282, 1.953968)
C (-3.937699, -2.511103, 0.730427)
H (-5.949340, -4.597193, -0.949773)
H (-5.755006, -5.942723, 1.095164)
H (-4.505937, -4.966920, 2.993253)
H (-3.291521, -2.806767, 2.802978)
H (-3.531449, -1.521662, 0.703714)
F (5.279164, 4.935443, -4.129548)
C (4.135337, 5.171404, -3.463968)
C (2.943564, 5.204384, -4.205154)
C (1.788689, 5.381559, -3.473229)
C (1.830032, 5.661139, -2.095671)
C (3.069997, 5.664634, -1.413012)
C (4.277531, 5.491751, -2.121609)
H (3.060693, 5.005713, -5.295484)
H (0.801672, 5.496788, -4.025387)
H (0.856302, 5.808228, -1.652279)
H (3.009267, 5.907621, -0.368910)
H (5.264486, 5.537608, -1.642551)
F (-1.748748, -4.135858, -1.666668)
C (-0.800959, -4.749237, -0.976740)
C (0.498911, -4.898610, -1.523736)
C (1.416833, -5.662806, -0.809090)
C (1.110220, -6.162974, 0.483882)
C (-0.171020, -5.931330, 0.999649)
C (-1.156465, -5.259396, 0.292235)
H (0.702452, -4.452960, -2.520760)
H (2.406065, -5.937757, -1.190362)
H (1.770057, -6.773726, 1.005025)
H (-0.413152, -6.246487, 1.969322)
H (-2.194692, -5.062772, 0.654357)
F (-2.482879, 3.321347, -6.266127)
C (-2.915048, 2.600057, -5.135252)
C (-2.168176, 1.487030, -4.752152)
C (-2.635617, 0.750924, -3.662375)
C (-3.876358, 1.149245, -3.086359)
C (-4.599520, 2.221091, -3.555366)
C (-4.131293, 2.944198, -4.616273)
H (-1.248813, 1.269325, -5.357123)
H (-2.231842, -0.228094, -3.393353)
H (-4.173967, 0.588767, -2.200201)
H (-5.554716, 2.483803, -3.107144)
H (-4.728254, 3.785391, -4.917085)
C (6.110835, -2.814894, -0.231567)
C (4.870167, -3.577024, -0.701535)
O (4.457468, -4.508642, -0.134082)
C (4.335060, -3.018229, -2.104725)
H (6.713333, -2.747823, -1.104580)
H (6.698814, -3.315402, 0.633572)
H (5.814800, -1.826554, 0.158039)
H (3.313566, -3.303616, -2.133537)
H (4.920855, -3.461958, -2.899534)
H (4.413856, -1.969914, -2.233739)
C (-0.117123, 0.076996, -0.473902)
C (-0.239175, -0.227006, 0.949119)
O (0.210453, 0.549610, 1.824200)
C (-0.818534, -1.514072, 1.481179)
H (-0.989409, 0.689222, -0.862275)
H (-0.048511, -0.851015, -1.124264)
H (0.831286, 0.561210, -0.614464)
H (-1.876994, -1.499938, 1.190227)
H (-0.723253, -1.710715, 2.562656)
H (-0.298570, -2.312898, 0.908803)

Forces on the atoms, in the same order (eV/Å):
F -0.297 0.229 1.210
C 0.972 0.227 -0.951
C 0.315 2.074 0.787
C -0.180 0.147 1.146
C 0.315 -0.531 -1.301
C 0.044 -0.645 0.646
C -0.232 0.652 -0.882
H -0.521 -1.572 -1.100
H -0.104 -0.895 0.035
H -0.284 0.424 0.485
H -0.058 0.496 -0.176
H 0.002 -0.607 0.090
F -0.106 0.360 -0.138
C 0.296 -1.349 -0.550
C -0.187 -1.013 0.570
C -1.044 -1.523 -0.641
C 1.173 1.843 -0.417
C -0.696 -0.045 0.921
C 0.303 1.713 0.918
H -0.017 0.165 1.156
H 0.149 0.025 -0.530
H 0.042 0.709 0.029
H 0.230 0.001 -0.135
H -0.237 -0.821 -1.211
F 0.624 1.986 -0.273
C -0.542 -0.642 0.199
C 2.408 -2.562 1.271
C 0.524 0.366 -0.401
C -0.234 0.031 -0.202
C -1.474 1.496 -0.797
C -2.758 -1.615 -0.610
H -0.674 1.191 -0.532
H -0.174 -0.089 0.210
H 0.445 -0.086 -0.047
H 0.909 -0.773 1.032
H 1.061 0.622 0.020
F -0.817 -0.046 -0.899
C 2.425 -0.963 -0.027
C -1.453 1.012 0.438
C 0.592 -0.295 -0.244
C 0.231 -0.180 -0.767
C -0.426 -0.407 -0.173
C -1.844 0.212 1.193
H -0.236 -0.285 -0.350
H -0.610 0.299 0.806
H 0.523 0.442 0.766
H 0.590 0.121 -0.187
H 0.919 0.054 -0.523
F 0.180 -0.780 0.913
C -0.495 1.171 -0.934
C 1.896 0.790 2.206
C -1.101 0.102 -1.725
C -0.074 0.652 0.628
C -0.012 0.553 -0.594
C 0.036 -0.405 -0.995
H -0.674 -0.772 -0.862
H -0.051 -0.503 -0.164
H 0.265 -0.563 0.239
H 0.293 0.569 0.791
H -0.136 -0.868 0.395
F 0.170 0.320 0.292
C -0.196 -2.860 -0.388
C 0.697 -0.583 -0.471
C 0.979 0.701 0.870
C -0.438 0.600 0.852
C -0.572 -1.166 -0.753
C -0.389 1.563 -2.017
H -0.791 1.366 0.303
H -0.323 -0.685 -0.305
H 0.644 0.246 0.198
H 0.055 0.009 0.704
H 0.221 0.380 0.664
F -0.365 -0.340 0.169
C 0.442 0.403 1.599
C 0.614 1.397 -1.521
C -0.783 -1.879 1.957
C 0.517 1.403 -0.559
C -0.528 1.517 -1.455
C -0.086 -2.004 1.106
H -0.497 -0.492 -1.014
H 0.556 1.084 -0.346
H 0.116 -0.897 0.859
H -0.381 -0.543 -0.541
H -0.012 0.267 -0.357
F 0.302 -0.144 -0.437
C 0.107 0.721 -0.056
C 1.479 -0.877 0.114
C -1.527 1.149 -0.691
C 0.888 -0.818 -0.849
C -0.966 0.517 -1.017
C -1.238 -0.456 0.463
H -0.553 0.262 0.998
H 1.313 -0.445 0.833
H 0.256 0.123 0.627
H 0.465 -0.049 0.368
H -0.554 -0.106 -0.305
F -0.458 0.642 -0.683
C 1.326 -1.091 1.317
C -1.143 0.174 -0.126
C 0.354 -0.638 1.084
C -2.056 1.401 -2.044
C 0.479 0.401 -0.833
C -0.135 0.900 -1.285
H -0.067 -0.489 0.821
H -0.422 0.513 -0.111
H 1.248 -0.756 0.806
H -0.241 -0.643 1.259
H 1.115 -0.331 -0.198
F -0.295 -0.832 1.502
C 0.704 0.335 -2.094
C 0.686 0.295 -0.434
C -1.460 0.301 -0.623
C 1.461 -1.082 0.673
C -0.364 -0.626 0.856
C -0.059 0.685 0.117
H -0.953 0.026 0.850
H 0.273 0.574 0.128
H -0.338 0.082 -0.299
H 0.179 -0.053 -0.005
H 0.238 0.249 -0.606
C -0.060 -0.718 2.229
C 2.120 3.561 -2.247
O -1.753 -2.588 1.133
C 0.584 -1.437 1.885
H 0.866 0.518 -0.586
H -1.155 0.496 -1.562
H 0.120 -0.154 -0.498
H -0.975 -0.334 -0.463
H 0.015 -0.414 -0.161
H 0.158 1.138 0.310
C -0.863 -0.915 -2.235
C 1.099 0.928 4.613
O -0.768 -0.633 -2.049
C -0.043 -0.436 -1.275
H 1.044 -0.529 0.497
H -0.370 0.908 0.879
H 0.210 0.679 -0.158
H 0.550 -0.370 0.131
H 0.161 0.591 -0.522
H -0.649 0.089 0.349

Computed properties:
**Frontier orbital gap**: 9.575 eV
**Strongest force on any atom**: 0.0940 hartree/bohr
**Total charge**: 0
**Multiplicity**: 1
**LUMO level**: 0.55 eV

Löwdin population analysis, charges in e, atoms 1 to 99: 0.0647, -0.3206, -0.0097, -0.0795, -0.1118, -0.0842, -0.0218, 0.1307, 0.1077, 0.1079, 0.1077, 0.1073, 0.0458, -0.2679, -0.0204, -0.1244, -0.1075, -0.0587, -0.0293, 0.1243, 0.1131, 0.0957, 0.1056, 0.1355, 0.0146, -0.2666, -0.0476, -0.0782, -0.0822, -0.0851, -0.0513, 0.1385, 0.1076, 0.1018, 0.1037, 0.1283, 0.0649, -0.3017, -0.0111, -0.0899, -0.0929, -0.0832, -0.0341, 0.1093, 0.1129, 0.0857, 0.1132, 0.1267, 0.0117, -0.2370, 0.0016, -0.0579, -0.1134, -0.0894, 0.0047, 0.0817, 0.0976, 0.1009, 0.0942, 0.1279, 0.0578, -0.3006, -0.0011, -0.0891, -0.1041, -0.0680, -0.0264, 0.1078, 0.0840, 0.1041, 0.1025, 0.1083, 0.0560, -0.2761, -0.0322, -0.0994, -0.0962, -0.0515, -0.0277, 0.1066, 0.1300, 0.0917, 0.1001, 0.0893, 0.0446, -0.2976, -0.0343, -0.1029, -0.0851, -0.0694, -0.0073, 0.1262, 0.1262, 0.0837, 0.0954, 0.1242, 0.0697, -0.2918, -0.0156

Formula: C18H17N4O3W
Source: the Open Molecules 2025 dataset
Level of theory: the ωB97M-V functional and the def2-TZVPD basis

Element x y z (Å)
W (-0.973065, -0.100513, 0.111004)
C (1.959193, -1.050294, -0.133103)
O (0.901995, -0.179187, -0.697642)
C (1.316642, 1.036375, -1.381691)
C (2.524133, 1.148839, -2.027299)
C (2.778673, 2.384433, -2.624327)
C (1.864570, 3.415746, -2.570171)
C (0.646742, 3.257740, -1.913354)
C (0.383910, 2.044845, -1.300301)
N (-0.855065, 1.772997, -0.607049)
N (-0.747016, 1.678278, 0.815729)
C (-1.776353, 2.000533, 1.724734)
C (-2.128610, 0.846795, 2.423793)
O (-1.559337, -0.276035, 1.912914)
C (-3.057480, 0.868205, 3.447515)
C (-3.674219, 2.089783, 3.757282)
C (-3.385969, 3.256625, 3.052232)
C (-4.025548, 4.479891, 3.378412)
C (-3.716383, 5.656226, 2.667892)
C (-2.777776, 5.636424, 1.653860)
C (-2.121382, 4.448493, 1.322199)
C (-2.425608, 3.231139, 2.005437)
H (2.541585, -1.445289, -0.961693)
H (1.448262, -1.860302, 0.391367)
H (2.551617, -0.436075, 0.540300)
H (3.244652, 0.346361, -2.089823)
H (3.716741, 2.520170, -3.145810)
H (2.088803, 4.357671, -3.051103)
H (-0.085656, 4.052797, -1.892066)
H (-3.307446, -0.043439, 3.973847)
H (-4.403671, 2.142266, 4.555046)
H (-4.748995, 4.518671, 4.184296)
H (-4.208913, 6.583219, 2.929681)
H (-2.544350, 6.554092, 1.130824)
H (-1.357214, 4.449575, 0.554783)
N (-3.860247, -2.797053, -1.180739)
C (-3.393738, -1.590135, -1.382571)
N (-3.962610, -0.709404, -2.178570)
O (-2.276955, -1.263305, -0.745231)
H (-4.681478, -3.142898, -1.659476)
H (-3.367340, -3.434365, -0.571941)
H (-4.795062, -0.933688, -2.706779)
H (-3.537263, 0.190186, -2.337410)

Forces on the atoms, in the same order (eV/Å):
W -0.527 0.636 -0.080
C 0.182 -0.064 -0.011
O -0.697 0.176 0.145
C 0.524 -0.607 -0.042
C -0.262 0.119 0.029
C 0.361 -0.349 -0.050
C -0.422 0.331 0.073
C 0.152 -0.064 -0.119
C -0.451 0.395 0.080
N 0.275 -0.331 0.493
N -0.620 1.037 0.659
C 1.071 1.451 -1.814
C -0.208 -1.847 0.409
O -0.580 0.138 0.250
C -0.645 0.398 0.665
C 0.385 -1.965 0.250
C -0.230 1.794 -0.350
C 0.567 -0.474 -0.478
C -0.171 -0.443 0.340
C 0.217 -0.294 -0.146
C -0.093 -0.639 0.286
C 0.613 1.006 -0.807
H -0.047 -0.016 0.066
H 0.077 0.136 -0.065
H 0.050 -0.074 0.000
H 0.001 0.005 0.014
H -0.005 0.021 0.002
H 0.008 0.000 -0.004
H -0.018 0.006 0.016
H -0.012 0.045 0.010
H -0.013 -0.159 0.068
H 0.029 -0.085 -0.016
H -0.021 -0.009 0.022
H 0.059 -0.053 -0.053
H -0.015 0.012 0.027
N -0.021 -0.026 -0.025
C 0.358 0.192 0.146
N 0.024 -0.072 0.053
O 0.117 -0.350 -0.058
H 0.008 -0.008 0.015
H -0.018 0.001 0.001
H -0.003 0.020 -0.002
H 0.001 0.009 0.001

Computed properties:
**Frontier orbital gap (alpha / beta)**: 4.447 / 4.462 eV
**Strongest force on any atom**: 0.0497 hartree/bohr
**Total charge**: +3
**Multiplicity**: 1
**LUMO level (alpha / beta)**: -12.80 / -12.79 eV

How is the electron density shared among the atoms? According to Löwdin, the charges in e are: 1.9058, 0.0515, -0.2968, -0.1808, 0.0376, -0.0006, -0.0126, 0.0253, -0.2290, -0.0492, -0.0890, -0.0994, -0.2529, -0.1517, 0.0687, 0.0979, -0.1496, 0.0894, 0.0298, 0.0067, 0.0734, -0.0716, 0.1162, 0.1049, 0.1294, 0.1360, 0.1391, 0.1348, 0.1282, 0.1472, 0.1531, 0.1436, 0.1400, 0.1361, 0.1159, 0.2720, -0.4916, 0.2604, -0.1970, 0.1651, 0.1589, 0.1614, 0.1432

Number 1: electronic energy -465.01710 hartree. Number 2: electronic energy -3701.17302 hartree. Number 3: electronic energy -1206.87009 hartree.